Arrangement a

Molecular formula: C4H9NO2
Method: DFT, ωB97M-V/def2-TZVPD

Geometry (Å):
1 C -0.360 -0.976 1.541
2 C -0.869 -0.147 0.615
3 C -0.085 0.844 -0.074
4 C 0.894 1.724 0.627
5 N -0.146 0.881 -1.378
6 O -0.650 -0.039 -2.133
7 H 0.585 -0.790 2.013
8 H -0.967 -1.748 1.982
9 H -1.743 -0.475 0.058
10 H 1.677 1.117 1.082
11 H 1.359 2.431 -0.057
12 H 0.401 2.278 1.426
13 H 0.357 1.625 -1.874
14 O 0.034 -2.260 -0.920
15 H -0.244 -1.423 -1.507
16 H -0.242 -3.043 -1.403

Values from the calculation:
- Structure (SMILES): C=C/C(C)=[NH+]\[O-].O
- HOMO energy (spin up / spin down): -8.6315 / -8.6325 eV
- Net charge: 0
- LUMO energy (spin up / spin down): 0.384 / 0.384 eV

---

Arrangement b

Molecular formula: C4H9NO2
Method: DFT, ωB97M-V/def2-TZVPD

Geometry (Å):
1 C -2.512 0.898 -0.494
2 N -1.152 0.422 -0.358
3 C -0.952 -0.813 -0.521
4 O 0.261 -1.391 -0.510
5 C 1.386 -0.510 -0.400
6 C 1.868 -0.394 1.051
7 O 2.639 0.781 1.221
8 H -2.869 1.303 0.460
9 H -2.536 1.718 -1.220
10 H -3.225 0.127 -0.830
11 H -1.735 -1.561 -0.710
12 H 2.153 -0.936 -1.057
13 H 1.114 0.484 -0.773
14 H 0.992 -0.433 1.726
15 H 2.531 -1.228 1.312
16 H 2.037 1.532 1.103

Values from the calculation:
- Structure (SMILES): C/N=C/OCCO
- HOMO energy: -9.7288 eV
- Net charge: 0
- LUMO energy: 0.999 eV

---

It is arrangement b that is the most stable of them.

---

Arrangement a

Molecular formula: C4H9NO2
Method: DFT, ωB97M-V/def2-TZVPD

Geometry (Å):
1 C -1.829 -0.894 -0.468
2 C -0.582 -0.027 -0.408
3 O -0.757 1.233 -0.986
4 C -0.039 0.100 1.038
5 N 1.407 0.074 0.954
6 C 2.001 0.588 -0.141
7 O 1.663 1.572 -0.792
8 H -1.593 -1.918 -0.147
9 H -2.208 -0.905 -1.490
10 H -2.622 -0.521 0.186
11 H 0.265 -0.542 -0.929
12 H 0.185 1.595 -0.980
13 H -0.378 1.028 1.498
14 H -0.330 -0.746 1.660
15 H 1.874 -0.734 1.339
16 H 2.941 0.097 -0.333

Values from the calculation:
- Structure (SMILES): C[C@@H](O)CNC=O
- HOMO energy: -9.6099 eV
- Net charge: 0
- LUMO energy: 0.643 eV

---

Arrangement b

Molecular formula: C4H9NO2
Method: DFT, ωB97M-V/def2-TZVPD

Geometry (Å):
1 C -1.214 1.321 -0.152
2 C -0.170 0.399 0.338
3 C -0.867 -0.977 0.273
4 O -0.412 -1.936 1.083
5 N 1.086 0.461 -0.401
6 C 2.132 -0.332 -0.123
7 O 2.121 -1.247 0.697
8 H -0.990 2.055 -0.911
9 H -1.781 1.768 0.687
10 H -1.618 0.298 -1.255
11 H 0.051 0.529 1.409
12 H -1.951 -0.952 0.313
13 H -1.205 -0.681 -1.380
14 H 0.569 -1.835 1.170
15 H 1.209 1.227 -1.048
16 H 3.041 -0.098 -0.698

Values from the calculation:
- HOMO energy: -8.4138 eV
- Net charge: 0
- LUMO energy: 0.654 eV

---

Arrangement c

Molecular formula: C4H9NO2
Method: DFT, ωB97M-V/def2-TZVPD

Geometry (Å):
1 C -2.086 -0.001 -0.464
2 C -0.589 0.172 -0.317
3 O -0.283 1.440 0.285
4 C 0.075 -0.871 0.549
5 C 2.067 -0.688 -0.191
6 O 2.783 -1.628 -0.347
7 N 2.415 0.646 -0.007
8 H -2.559 0.059 0.519
9 H -2.318 -0.968 -0.923
10 H -2.502 0.780 -1.112
11 H -0.156 0.123 -1.327
12 H -0.640 2.126 -0.293
13 H -0.283 -0.713 1.611
14 H -0.262 -1.874 0.275
15 H 2.715 0.179 1.420
16 H 1.624 1.217 0.321

Values from the calculation:
- HOMO energy: -8.6849 eV
- Net charge: 0
- LUMO energy: -0.490 eV

---

Arrangement d

Molecular formula: C4H9NO2
Method: DFT, ωB97M-V/def2-TZVPD

Geometry (Å):
1 C 0.198 0.701 -1.550
2 C -0.638 0.472 -0.296
3 C -1.457 -0.803 -0.284
4 N 0.229 0.563 0.875
5 C 1.142 -0.376 1.187
6 O 1.417 -1.374 0.559
7 O 1.766 -0.041 2.326
8 H 0.687 1.670 -1.433
9 H -0.438 0.967 -2.393
10 H 0.818 -0.120 -1.913
11 H -1.277 1.349 -0.240
12 H -0.765 -1.576 -0.439
13 H -2.154 -0.971 -1.108
14 H -1.979 -1.016 0.645
15 H 0.051 1.300 1.531
16 H 2.400 -0.744 2.531

Values from the calculation:
- Structure (SMILES): CC(C)NC(=O)O
- HOMO energy: -9.9025 eV
- Net charge: 0
- LUMO energy: 0.821 eV

---

It is arrangement d that is the most stable of them.

---

Arrangement a

Molecular formula: C4H9NO2
Method: DFT, ωB97M-V/def2-TZVPD

Geometry (Å):
1 H 0.462 -0.761 1.191
2 N 1.134 -0.525 0.455
3 C 0.557 0.180 -0.424
4 C -0.894 0.586 -0.377
5 O -1.493 -0.040 0.722
6 C -2.763 0.474 1.034
7 H 1.142 0.519 -1.286
8 H -0.960 1.685 -0.300
9 H -1.388 0.300 -1.322
10 H -2.703 1.534 1.321
11 H -3.459 0.375 0.187
12 H -3.144 -0.105 1.878
13 C 3.370 -1.056 -0.762
14 O 3.574 -0.067 -1.427
15 H 2.757 -1.898 -1.133
16 H 3.808 -1.201 0.242

Values from the calculation:
- Structure (SMILES): [H]/N=C\COC.C=O
- HOMO energy: -9.5165 eV
- Net charge: 0
- LUMO energy: 0.853 eV

---

Arrangement b

Molecular formula: C4H9NO2
Method: DFT, ωB97M-V/def2-TZVPD

Geometry (Å):
1 C 1.751 -0.476 -1.642
2 N 0.619 0.405 -1.562
3 C -0.188 0.397 -0.312
4 C -1.189 -0.786 -0.320
5 O -1.698 -1.277 0.637
6 C 0.506 0.648 1.017
7 O -0.301 0.989 2.138
8 H 2.288 -0.135 -2.520
9 H 2.435 -0.380 -0.769
10 H 1.513 -1.590 -1.713
11 H 0.055 0.646 -2.354
12 H -0.834 1.298 -0.311
13 H -1.161 -1.153 -1.383
14 H 1.211 1.470 0.916
15 H 1.053 -0.296 1.276
16 H 0.115 0.642 2.927

Values from the calculation:
- Structure (SMILES): CN[C@@H](C=O)CO
- HOMO energy: -8.8371 eV
- Net charge: 0
- LUMO energy: 0.863 eV

---

It is arrangement b that is the most stable of them.

---

Arrangement a

Molecular formula: C6H13NO3
Method: DFT, ωB97M-V/def2-TZVPD

Geometry (Å):
1 C 0.872 -0.014 -0.170
2 C -1.102 0.261 0.081
3 C 1.389 0.808 -1.313
4 C 1.474 0.296 1.170
5 C -1.287 1.667 0.633
6 N 0.803 -1.376 -0.467
7 C -0.133 -2.058 0.361
8 O -0.897 -2.849 -0.460
9 O -1.482 0.196 -1.297
10 O -0.061 -2.190 1.563
11 H -1.441 -3.413 0.107
12 H -2.411 0.441 -1.390
13 H 0.653 -1.577 -1.447
14 H -1.784 -0.376 0.658
15 H 2.171 0.276 -1.855
16 H 1.485 1.370 1.341
17 H 0.554 0.964 -2.003
18 H 1.740 1.786 -0.993
19 H 2.512 -0.051 1.149
20 H 0.963 -0.231 1.972
21 H -0.694 2.394 0.086
22 H -2.338 1.976 0.590
23 H -0.986 1.703 1.683

Values from the calculation:
- HOMO energy: -8.4506 eV
- Net charge: 0
- LUMO energy: 0.718 eV

---

Arrangement b

Molecular formula: C6H13NO3
Method: DFT, ωB97M-V/def2-TZVPD

Geometry (Å):
1 C 1.163 -2.558 0.044
2 O 1.976 -1.408 0.037
3 C 1.403 -0.235 -0.504
4 C 0.896 -0.447 -1.930
5 C 0.285 0.335 0.415
6 N 0.445 1.775 0.271
7 C 1.728 2.141 -0.107
8 O 2.216 3.248 0.075
9 C 2.468 0.868 -0.461
10 H 0.146 -2.340 0.410
11 H 1.090 -3.017 -0.954
12 H 1.631 -3.276 0.728
13 H -0.021 -1.050 -1.953
14 H 0.671 0.522 -2.396
15 H 1.670 -0.944 -2.531
16 H -0.722 0.022 0.113
17 H 0.459 0.018 1.454
18 H -0.095 2.414 0.843
19 H 3.179 0.662 0.354
20 H 3.037 0.982 -1.392
21 O 0.438 3.366 -2.441
22 H -0.140 2.795 -1.837
23 H 0.929 2.767 -3.012

Values from the calculation:
- Structure (SMILES): CO[C@@]1(C)CNC(=O)C1.O
- HOMO energy: -9.6463 eV
- Net charge: 0
- LUMO energy: 0.535 eV

---

Arrangement c

Molecular formula: C6H13NO3
Method: DFT, ωB97M-V/def2-TZVPD

Geometry (Å):
1 C 1.453 1.926 2.449
2 C 0.199 1.316 1.859
3 O -0.853 1.925 2.029
4 N 0.131 -0.266 1.708
5 C 1.316 -0.991 2.133
6 C -1.169 -0.829 1.373
7 C -1.668 -0.554 -0.040
8 C -1.363 -2.291 1.725
9 O -1.508 -3.185 0.926
10 H 1.376 3.014 2.372
11 H 1.556 1.654 3.508
12 H 2.352 1.575 1.926
13 H 2.192 -0.799 1.498
14 H 1.600 -0.729 3.158
15 H 1.206 -2.079 2.056
16 H -1.854 -0.300 2.060
17 H -1.665 0.519 -0.266
18 H -0.982 -0.974 -0.786
19 H -2.710 -0.864 -0.167
20 H -1.167 -2.521 2.797
21 O 1.523 -0.023 -1.412
22 H 1.253 -0.762 -0.607
23 H 2.465 0.167 -1.272

Values from the calculation:
- Structure (SMILES): CC(=O)N(C)[C@@H](C)C=O.O
- HOMO energy: -9.2225 eV
- Net charge: 0
- LUMO energy: 0.402 eV

---

Arrangement d

Molecular formula: C6H13NO3
Method: DFT, ωB97M-V/def2-TZVPD

Geometry (Å):
1 C 2.314 0.427 -1.036
2 C 0.971 0.046 -1.641
3 C -0.323 0.363 -0.734
4 O -0.357 1.745 -0.434
5 O -1.448 -0.043 -1.389
6 C -0.118 -0.351 0.592
7 C -0.074 -1.868 0.498
8 C -1.488 0.042 1.434
9 N -1.402 0.830 2.510
10 O -2.586 -0.230 0.932
11 H 2.569 -0.216 -0.201
12 H 2.308 1.468 -0.690
13 H 3.099 0.327 -1.785
14 H 0.944 -0.998 -1.946
15 H 0.773 0.649 -2.528
16 H -0.719 2.190 -1.212
17 H -2.207 -0.150 -0.626
18 H 0.731 0.068 1.127
19 H -0.064 -2.304 1.491
20 H 0.825 -2.195 -0.020
21 H -0.946 -2.240 -0.033
22 H -2.264 1.159 2.926
23 H -0.540 1.280 2.766

Values from the calculation:
- Structure (SMILES): CCC(O)(O)[C@H](C)C(N)=O
- HOMO energy: -9.5025 eV
- Net charge: 0
- LUMO energy: 0.765 eV

---

It is arrangement d that is the most stable of them.